(1)
This record from the OMol25 dataset describes a single C7H5ClO molecule. The level of theory is the ωB97M-V functional and the def2-TZVPD basis.

Structure (XYZ):
```
14
Properties=species:S:1:pos:R:3:forces:R:3
Cl -0.8331 -2.9172 -0.1984 -0.005 -0.516 -0.200
O 2.4909 -1.6906 -0.4850 -1.886 0.189 0.441
C -0.9153 1.6475 -0.1565 0.208 -0.069 0.521
C 1.4241 -1.2511 -0.0912 1.926 0.145 0.011
C -1.3922 0.6326 0.6135 -0.691 -0.223 -0.679
C 0.2248 -1.8499 0.7282 -1.398 2.546 -1.926
C 0.8135 0.0819 -0.0624 -3.341 -0.279 0.990
C -0.3524 -0.3556 0.6408 4.520 -0.837 -1.494
C 0.4814 1.4148 -0.6826 0.802 0.513 2.051
H -1.4571 2.5088 -0.4916 -0.349 0.316 0.131
H 0.4162 -2.2812 1.6466 0.394 -0.811 1.905
H -2.4334 0.4438 0.9152 0.705 0.483 0.057
H 1.2096 2.2711 -0.6737 -0.654 -0.728 0.687
H 0.3230 1.3449 -1.7031 -0.232 -0.730 -2.495
```
Forces are in eV/Å.

Properties
SMILES string ... O=C1C2=C(C=CC2)[C@H]1Cl
Charge ... 0
HOMO ... -9.187 eV

(2)
This record from the OMol25 dataset describes a single C7H5F molecule. The level of theory is the ωB97M-V functional and the def2-TZVPD basis.

Structure (XYZ):
```
13
Properties=species:S:1:pos:R:3:forces:R:3
F 1.5312 2.0485 1.1129 1.010 0.518 0.536
C 0.5472 0.3359 -0.6638 1.497 0.426 4.086
C -0.3525 0.5482 1.4049 -1.585 -0.537 1.508
C 0.7493 1.0409 0.8737 -1.849 -1.223 -3.301
C -0.8366 0.6224 -1.0081 -0.288 -2.985 -3.551
C -0.8170 -0.2406 0.2124 1.189 -0.575 -0.465
C -0.1188 -1.5648 0.0250 1.632 1.434 -1.753
C 0.9550 -1.1659 -0.6489 0.137 2.122 -0.743
H -1.1290 1.5599 -0.7837 -1.086 3.027 0.433
H -0.3009 -2.5085 0.3407 -1.204 -2.677 1.188
H -1.0061 0.4942 2.3220 1.425 0.753 -0.736
H -1.1460 0.2665 -2.0741 0.187 0.326 2.233
H 1.9242 -1.4369 -1.1129 -1.063 -0.610 0.567
```
Forces are in eV/Å.

Properties
SMILES string ... FC1=C[C@]23C=C[C@]12C3
Charge ... 0
HOMO ... -8.401 eV

(3)
This record from the OMol25 dataset describes a single C7H5F3N2 molecule. The level of theory is the ωB97M-V functional and the def2-TZVPD basis.

Structure (XYZ):
```
17
Properties=species:S:1:pos:R:3:forces:R:3
F -2.9324 -0.9122 -0.9368 0.178 1.404 0.104
F -3.0031 1.3300 -0.6667 -0.156 -1.165 0.252
F -3.5189 -0.0816 0.9440 0.499 0.680 -0.170
N -0.5412 1.1159 -0.2360 2.076 1.115 -1.050
N -0.6507 -0.6527 1.1648 0.153 -0.216 -0.454
C 2.3342 -0.5101 -0.3370 -0.308 0.183 0.875
C 0.6053 -0.8889 1.4958 -0.944 0.380 0.385
C 1.5882 0.2388 -1.3535 -2.192 1.420 -1.408
C -2.6916 0.1585 -0.0867 -0.232 -1.693 0.088
C 1.8763 -1.0849 0.8103 0.055 0.042 -2.021
C 0.7186 1.2005 -0.5598 -1.168 -0.643 0.457
C -1.1941 0.1209 0.2454 -0.326 -0.566 0.280
H 2.0501 0.9858 -2.0433 0.835 -1.258 0.417
H 1.1980 2.0718 -0.1609 0.493 0.596 -0.247
H 2.5909 -1.8187 1.1433 -0.189 -0.149 1.096
H 0.9468 -0.4357 -1.9907 0.580 0.544 0.722
H 0.6236 -0.8374 2.5679 0.649 -0.672 0.675
```
Forces are in eV/Å.

Properties
Charge ... 0
HOMO (alpha / beta) ... -7.525 / -8.478 eV

(4)
This record from the OMol25 dataset describes a gas-phase ion, C7H5I2O2 (charge -1). The level of theory is the ωB97M-V functional and the def2-TZVPD basis.

Structure (XYZ):
```
16
Properties=species:S:1:pos:R:3:forces:R:3
I -2.0506 2.3698 -0.6349 -0.500 0.203 0.576
I 3.1251 0.4140 -0.6321 -0.184 0.017 -0.125
O 1.0475 2.3558 0.7420 0.587 1.376 -0.851
O 0.0082 0.9586 2.1311 0.029 -0.375 -0.276
C -0.7806 0.9856 -1.4255 -0.021 -1.518 -2.953
C 1.2292 0.0145 0.2671 2.332 -0.755 1.983
C -0.4316 -1.4348 0.9193 -1.171 -0.747 0.755
C 0.6738 1.2710 1.1310 -0.399 -1.032 0.561
C 0.9973 -1.2685 0.5873 -1.521 1.206 -0.113
C -1.2670 -0.9146 -0.0293 -1.756 -1.663 2.330
C -0.6711 -0.3508 -1.1765 -0.642 4.621 -0.476
H -2.3996 -0.7650 -0.0784 1.531 -0.711 0.968
H -0.6455 -1.9723 1.9111 -0.352 1.012 -1.729
H 1.5356 -2.1611 0.3900 0.919 -0.370 -0.308
H 0.0187 -0.9017 -1.7212 1.058 -0.837 -1.295
H -0.3895 1.3996 -2.3809 0.088 -0.426 0.953
```
Forces are in eV/Å.

Properties
SMILES string ... O=C([O-])\C(I)=C/C=C\C=C/I
Charge ... -1
HOMO ... -4.411 eV

(5)
This record from the OMol25 dataset describes a single C7H5IS molecule. The level of theory is the ωB97M-V functional and the def2-TZVPD basis.

Structure (XYZ):
```
14
Properties=species:S:1:pos:R:3:forces:R:3
I -3.6121 -2.3207 1.3366 1.245 0.465 -0.745
S -0.2355 3.1240 2.3700 0.478 0.216 0.114
C 0.9754 0.4895 -0.4514 -3.562 1.004 3.127
C -1.9129 -1.6349 0.3842 -1.040 0.052 1.155
C -0.9026 -1.0795 0.0173 -1.325 -0.869 -0.658
C 0.9091 -1.7824 -1.4814 -1.182 5.260 1.830
C 0.7688 1.5395 0.4418 -2.236 -3.907 -2.232
C -0.3497 1.9749 1.2310 -2.153 0.110 0.835
C 0.2461 -0.7515 -0.7407 2.508 -2.301 -0.480
H 1.4968 2.2292 0.4221 2.742 2.343 0.120
H 1.7894 0.5934 -1.0170 3.427 0.337 -2.010
H 0.3974 -2.6377 -1.7892 -0.384 -1.401 -0.149
H -1.4400 1.6985 1.1353 1.556 -0.668 -0.615
H 1.8696 -1.4421 -1.8586 -0.073 -0.641 -0.291
```
Forces are in eV/Å.

Properties
SMILES string ... C=C(C#CI)/C=C\C=S
Charge ... 0
HOMO (alpha / beta) ... -8.611 / -8.611 eV

(6)
This record from the OMol25 dataset describes a gas-phase ion, C7H5O3P (charge -2). The level of theory is the ωB97M-V functional and the def2-TZVPD basis.

Structure (XYZ):
```
16
Properties=species:S:1:pos:R:3:forces:R:3
P 2.9476 -0.1645 -0.1667 0.422 0.189 1.350
O 2.8756 -1.5877 -0.6131 -0.415 0.099 -0.157
O 4.2533 0.5627 -0.2956 -0.170 0.078 -0.214
O 2.2259 0.1146 1.3278 0.362 -0.450 -0.457
C -1.6062 -1.2007 0.1403 -0.106 -0.384 0.070
C 0.0582 0.5635 0.0215 -0.539 0.538 -0.161
C -0.9243 1.5799 -0.3636 1.282 -0.988 0.488
C -0.2924 -0.7623 0.2404 -0.015 -0.360 0.163
C -2.5843 -0.2867 -0.2022 -0.395 -0.299 0.018
C -2.2184 1.0318 -0.4439 -0.245 0.924 -0.268
C 1.5299 0.8423 0.2267 -0.393 0.604 -0.731
H -3.6361 -0.6033 -0.2763 0.304 0.123 -0.001
H 1.7766 1.9048 0.2865 -0.264 -0.018 -0.101
H 0.4864 -1.4686 0.5076 -0.006 -0.031 -0.025
H -1.8569 -2.2483 0.3301 0.063 0.197 -0.039
H -3.0349 1.7227 -0.7196 0.114 -0.223 0.064
```
Forces are in eV/Å.

Properties
Charge ... -2
HOMO ... 0.388 eV

(7)
This record from the OMol25 dataset describes 2 unconnected molecules or ions with the total composition C7H6. The level of theory is the ωB97M-V functional and the def2-TZVPD basis.

Structure (XYZ):
```
13
Properties=species:S:1:pos:R:3:forces:R:3
C 1.7774 0.2844 -0.7567 1.088 0.451 0.764
C -0.6382 0.2375 -0.6567 0.426 1.019 -1.158
C -1.8639 -0.3425 -0.6635 2.690 -1.361 1.492
C 2.6459 1.1180 -0.7628 0.064 0.012 -0.759
C 0.6599 -0.4757 -0.3277 -1.639 -0.261 3.481
C 0.4898 0.0625 2.9423 -0.092 0.859 2.641
C 0.7070 -0.1573 1.7936 0.036 -1.259 -5.216
H 0.6712 -1.5840 -0.4153 0.111 0.959 0.264
H 3.3945 1.8756 -0.8899 -0.162 -0.311 0.091
H -2.8237 0.0525 -0.8914 -0.284 0.640 -0.314
H 0.4181 0.3687 3.9891 -0.029 -0.424 -0.994
H -0.2516 1.2835 -1.0036 -1.941 -1.612 0.576
H -1.8521 -1.3824 -0.1980 -0.268 1.288 -0.867
```
Forces are in eV/Å.

Properties
Charge ... 0
HOMO ... -9.633 eV

Listing molar mass for the structures above in their given order: 140.57; 108.11; 174.12; 374.92; 248.09; 168.09; 90.12 g mol⁻¹.